Molecular formula: C4H8O3
Method: DFT, ωB97M-V/def2-TZVPD

Last column: Löwdin charge in e.
Element x y z (Å)
1 O -1.256496 1.767468 -0.828888  0.028
2 C -0.839690 0.720684 -1.257886  -0.250
3 C -0.616904 -0.512296 -0.395943  -0.079
4 C 0.882340 -0.672786 -0.229356  -0.374
5 O 1.581498 -1.135874 -1.107263  0.101
6 C 1.501113 -0.146764 1.046278  -0.204
7 O 2.887277 -0.255912 1.023602  -0.034
8 H -0.551919 0.605329 -2.320527  0.136
9 H -1.001415 -1.395498 -0.916595  0.135
10 H -1.122017 -0.377379 0.564661  0.110
11 H 1.176286 0.900812 1.162692  0.142
12 H 1.067667 -0.702588 1.893187  0.139
13 H 3.105853 -0.655183 0.164338  0.085
14 H -3.144886 1.145186 0.447810  0.019
15 H -3.668712 0.714805 0.753888  0.046

Cartesian forces (eV/Å) of the 3 atoms listed first:
0.225 -0.488 -0.214
-0.085 0.349 0.093
-0.083 -0.027 0.101

## Properties
LUMO in eV: 0.27
Relative energy (zero: lowest compared OMol25 entry of this formula, charge and spin) in kcal per mole: 56.3
Multiplicity: 1
Gap between HOMO and LUMO in Eh: 0.3932
F_max in eV/Å: 0.58
Structure (SMILES): O=CCC(=O)CO.[H][H]
E_tot in eV: -10418.5635


Molecular formula: C4H8O3
Method: DFT, ωB97M-V/def2-TZVPD

Last column: Löwdin charge in e.
Element x y z (Å)
1 O -1.232163 1.906121 0.563399  -0.053
2 C -0.341746 0.914867 1.003962  -0.224
3 C 0.644868 0.553581 -0.090901  -0.299
4 C 0.227855 0.549753 -1.489327  -0.101
5 O 0.969404 1.645753 -0.944824  -0.049
6 H -0.686143 2.525615 0.052601  0.092
7 H -0.940979 0.039665 1.284201  0.108
8 H 0.213009 1.234391 1.900891  0.125
9 H 1.492980 -0.068500 0.196054  0.139
10 H -0.807968 0.779079 -1.733382  0.120
11 H 0.771105 -0.062901 -2.206329  0.117
12 C -0.082407 -2.507052 0.370021  -0.144
13 O 0.851857 -2.548583 -0.388336  -0.004
14 H -1.090614 -2.863614 0.085427  0.090
15 H 0.010943 -2.098176 1.396543  0.083

Cartesian forces (eV/Å) of the 3 atoms listed first:
0.052 0.223 -0.053
0.134 -0.238 0.111
-0.025 -0.124 0.135

## Properties
LUMO in eV: 0.51
Relative energy (zero: lowest compared OMol25 entry of this formula, charge and spin) in kcal per mole: 76.7
Multiplicity: 1
Gap between HOMO and LUMO in Eh: 0.4000
F_max in eV/Å: 0.55
Structure (SMILES): OC[C@H]1CO1.C=O
E_tot in eV: -10417.6781


Molecular formula: C4H8O3
Method: DFT, ωB97M-V/def2-TZVPD

Last column: Löwdin charge in e.
Element x y z (Å)
1 C -0.515693 0.417358 -2.525064  -0.087
2 O 0.077039 0.206636 -1.209315  -0.232
3 C 1.346669 0.056752 -0.196737  0.068
4 C 0.393496 0.590082 0.835987  -0.545
5 O -0.027172 1.711773 0.753616  0.105
6 O -0.115552 -0.350589 1.653670  -0.031
7 C -1.438405 0.004998 2.084497  -0.042
8 H -0.447138 1.441040 -2.945098  0.080
9 H -1.608349 0.259052 -2.388209  0.088
10 H -0.210731 -0.289502 -3.303911  0.068
11 H 1.804616 -0.918332 0.143354  0.131
12 H 2.160267 0.743133 -0.444033  0.113
13 H -1.464856 1.017742 2.490556  0.091
14 H -2.100162 -0.034151 1.212637  0.103
15 H -1.743108 -0.727669 2.829476  0.092

Cartesian forces (eV/Å) of the 3 atoms listed first:
0.364 -0.176 -0.056
0.583 -1.301 0.728
-1.002 0.375 -1.180

## Properties
LUMO in eV: 0.71
Relative energy (zero: lowest compared OMol25 entry of this formula, charge and spin) in kcal per mole: 93.3
Multiplicity: 1
Gap between HOMO and LUMO in Eh: 0.3857
F_max in eV/Å: 1.83
Structure (SMILES): COCC(=O)OC
E_tot in eV: -10416.9591


Molecular formula: C4H8O3
Method: DFT, ωB97M-V/def2-TZVPD

Last column: Löwdin charge in e.
Element x y z (Å)
1 C -1.124622 2.003258 -1.181259  0.080
2 C -0.474981 1.494938 -0.164136  -0.387
3 C -0.875284 1.772867 1.228357  -0.044
4 O 0.800791 0.824593 -0.260824  0.013
5 C 0.667500 -0.497575 0.002614  -0.315
6 O -0.427231 -1.008441 -0.002971  0.070
7 H -2.047864 2.542708 -0.997866  0.080
8 H -0.732773 1.931775 -2.198550  0.082
9 H -0.579590 2.775105 1.554145  0.094
10 H -0.447758 1.184047 2.014398  0.075
11 H -1.947605 1.589900 1.301282  0.096
12 H 1.618656 -1.073622 0.166535  0.158
13 O 2.093466 -4.366985 -0.209650  -0.052
14 H 1.914769 -5.282027 -0.407510  0.026
15 H 1.562526 -3.890540 -0.844565  0.023

Cartesian forces (eV/Å) of the 3 atoms listed first:
0.473 -0.097 -1.140
1.239 0.072 0.545
-0.626 0.168 0.918

## Properties
LUMO in eV: 0.84
Relative energy (zero: lowest compared OMol25 entry of this formula, charge and spin) in kcal per mole: 45.3
Multiplicity: 1
Gap between HOMO and LUMO in Eh: 0.3937
F_max in eV/Å: 1.36
Structure (SMILES): C=C(C)OC=O.O
E_tot in eV: -10419.0391


Molecular formula: C4H8O3
Method: DFT, ωB97M-V/def2-TZVPD

Last column: Löwdin charge in e.
Element x y z (Å)
1 C 2.662569 -0.262767 0.688975  -0.034
2 O 1.335268 0.160554 0.985485  -0.028
3 C 0.390039 -0.307571 0.169770  -0.477
4 O 0.575746 -0.875901 -0.873877  0.139
5 C -0.913145 -0.047942 0.925481  -0.235
6 O -1.560982 -0.961084 1.373809  0.080
7 H 2.688742 -1.351970 0.614705  0.103
8 H 3.258500 0.084975 1.529045  0.096
9 H 3.004943 0.173273 -0.250081  0.099
10 H -1.133634 1.020422 1.113104  0.143
11 C -2.058249 0.490803 -1.260134  -0.029
12 H -1.239768 1.221310 -1.211422  0.051
13 H -3.011585 1.008448 -1.170692  0.046
14 H -1.939728 -0.098589 -2.163386  0.047
15 H -2.058711 -0.253955 -0.470787  0.001

Cartesian forces (eV/Å) of the 3 atoms listed first:
0.382 -0.051 -0.037
-0.016 0.029 0.034
0.169 -0.346 -0.198

## Properties
LUMO in eV: 0.69
Relative energy (zero: lowest compared OMol25 entry of this formula, charge and spin) in kcal per mole: 55.6
Multiplicity: 1
Gap between HOMO and LUMO in Eh: 0.3948
F_max in eV/Å: 0.94
Structure (SMILES): COC(=O)C=O.C
E_tot in eV: -10418.5931


Molecular formula: C4H8O3
Method: DFT, ωB97M-V/def2-TZVPD

Last column: Löwdin charge in e.
Element x y z (Å)
1 C 0.599239 -2.083338 -1.110913  -0.098
2 O 1.508322 -1.432468 -0.252719  -0.162
3 C 0.880570 -0.672382 0.733376  -0.139
4 C 0.280228 0.620254 0.186365  -0.480
5 O 0.747517 1.270776 -0.713898  0.124
6 O -0.829415 0.963194 0.859915  -0.039
7 C -1.403769 2.211194 0.467223  -0.047
8 H 1.191350 -2.690394 -1.799545  0.093
9 H -0.005275 -1.370793 -1.691957  0.094
10 H -0.074401 -2.744817 -0.544116  0.092
11 H 0.108995 -1.239908 1.273543  0.132
12 H 1.654769 -0.390985 1.456455  0.144
13 H -0.758920 3.034528 0.783017  0.099
14 H -1.531066 2.257219 -0.616217  0.095
15 H -2.368142 2.267921 0.969471  0.092

Cartesian forces (eV/Å) of the 3 atoms listed first:
-0.140 -0.153 -0.175
0.091 -0.017 0.062
0.016 0.038 0.166

## Properties
LUMO in eV: 0.87
Relative energy (zero: lowest compared OMol25 entry of this formula, charge and spin) in kcal per mole: 33.2
Multiplicity: 1
Gap between HOMO and LUMO in Eh: 0.4024
F_max in eV/Å: 0.47
Structure (SMILES): COCC(=O)OC
E_tot in eV: -10419.5627


Molecular formula: C4H8O3
Method: DFT, ωB97M-V/def2-TZVPD

Last column: Löwdin charge in e.
Element x y z (Å)
1 C 1.016170 1.705226 1.497485  -0.038
2 C 0.642126 0.411490 0.851819  -0.340
3 C 0.725845 0.223460 -0.589158  -0.084
4 O -0.548198 0.441631 0.066506  -0.081
5 H 0.839885 2.529634 0.799515  0.089
6 H 2.077342 1.685639 1.763021  0.086
7 H 0.420752 1.869241 2.399237  0.083
8 H 0.715462 -0.488891 1.464839  0.150
9 H 0.906890 -0.769865 -0.988801  0.106
10 H 0.984807 1.050404 -1.246521  0.128
11 O -0.841216 -1.261044 -2.234142  0.025
12 C -1.566762 -1.947214 -1.549724  -0.390
13 O -1.868060 -1.739308 -0.278298  0.063
14 H -2.064414 -2.844145 -1.938776  0.135
15 H -1.440629 -0.866259 -0.017001  0.069

Cartesian forces (eV/Å) of the 3 atoms listed first:
0.032 0.094 0.088
0.311 0.137 0.271
0.087 0.085 -0.047

## Properties
LUMO in eV: 0.99
Relative energy (zero: lowest compared OMol25 entry of this formula, charge and spin) in kcal per mole: 42.8
Multiplicity: 1
Gap between HOMO and LUMO in Eh: 0.4150
F_max in eV/Å: 0.70
Structure (SMILES): C[C@@H]1CO1.O=CO
E_tot in eV: -10419.1473


Molecular formula: C4H8O3P
Method: DFT, ωB97M-V/def2-TZVPD

Last column: Löwdin charge in e.
Element x y z (Å)
1 C -2.570624 1.131231 0.660267  -0.054
2 C -1.833598 0.840150 -0.394207  -0.385
3 C 2.233586 -1.538501 0.403141  -0.217
4 C -0.932153 -0.249960 -0.539888  -0.191
5 O 1.858794 0.668675 -1.550000  -0.364
6 O 0.931446 2.037134 0.451920  -0.343
7 O 1.764084 -0.294835 0.828705  -0.338
8 P 1.115418 0.797888 -0.294196  0.358
9 H -3.139122 2.041124 0.650088  0.027
10 H -2.438763 0.424349 1.521304  0.062
11 H -1.908713 1.449861 -1.235489  0.072
12 H 1.293232 -2.189068 0.043126  0.102
13 H 2.856419 -1.953471 1.216130  0.070
14 H 2.807496 -1.444671 -0.546486  0.061
15 H -0.912269 -0.692963 -1.545077  0.047
16 H -1.125240 -1.026944 0.330656  0.092

Cartesian forces (eV/Å) of the 3 atoms listed first:
0.380 -0.989 1.014
-0.646 -0.207 0.157
-1.622 -0.740 -1.834

## Properties
LUMO in eV: 4.03
Relative energy (zero: lowest compared OMol25 entry of this formula, charge and spin) in kcal per mole: 19.4
Net charge: -1
Multiplicity: 1
Gap between HOMO and LUMO in Eh: 0.2999
F_max in eV/Å: 3.52
E_tot in eV: -19710.9114


Molar mass (computed, g/mol): 104.10, 104.10, 104.10, 104.10, 104.10, 104.10, 104.10, 135.08